# 1
Here is an isolated molecule of C23H22N2O3 from the Open Molecules 2025 dataset. Energies are from ωB97M-V with the def2-TZVPD basis set.

Last column: Mulliken charge in e.
Atoms and positions in Å:
C 6.207 1.509 -0.328  -1.354
C 4.720 1.205 -0.324  0.784
O 3.873 2.049 -0.142  -0.605
N 4.467 -0.117 -0.548  -0.145
C 3.237 -0.782 -0.610  0.735
C 2.016 -0.129 -0.502  -0.864
C 0.832 -0.842 -0.559  0.246
C 0.842 -2.222 -0.716  -0.010
C 2.068 -2.876 -0.840  -0.913
C 3.247 -2.165 -0.792  -0.647
H 4.188 -2.688 -0.889  0.295
H 2.073 -3.946 -0.976  0.446
O -0.267 -3.028 -0.770  -0.459
C -1.519 -2.483 -0.413  -0.898
C -1.616 -2.270 1.108  1.024
O -1.845 -3.490 1.775  -0.627
H -1.205 -4.134 1.449  0.380
C -2.761 -1.315 1.494  -1.561
N -2.572 -0.006 0.944  0.429
C -3.171 0.492 -0.193  0.274
C -4.212 -0.027 -0.951  -0.660
C -4.636 0.694 -2.050  -0.715
C -4.044 1.905 -2.400  -0.763
C -3.007 2.428 -1.653  -0.314
C -2.563 1.722 -0.543  0.415
C -1.529 1.956 0.426  0.921
C -0.576 2.954 0.585  -0.290
C 0.316 2.855 1.634  -0.845
C 0.256 1.787 2.525  -0.778
C -0.684 0.783 2.389  -0.625
C -1.570 0.865 1.324  -0.125
H -0.719 -0.037 3.090  0.415
H 0.963 1.740 3.339  0.411
H 1.076 3.609 1.765  0.415
H -0.533 3.783 -0.104  0.445
H -2.546 3.366 -1.923  0.448
H -4.404 2.438 -3.267  0.387
H -5.445 0.308 -2.653  0.402
H -4.683 -0.965 -0.697  0.353
H -3.706 -1.730 1.140  0.358
H -2.801 -1.264 2.586  0.403
H -0.663 -1.832 1.448  0.183
H -1.719 -1.554 -0.958  0.455
H -2.254 -3.233 -0.720  0.331
H -0.089 -0.291 -0.477  0.431
H 1.986 0.938 -0.365  0.593
H 5.270 -0.718 -0.672  0.191
H 6.710 0.943 0.453  0.335
H 6.642 1.245 -1.290  0.331
H 6.353 2.570 -0.150  0.358

The max |F| is 0.69 eV/Å. The calculation puts the HOMO energy at -7.9 eV. The value obtained for the LUMO energy is 0.68 eV. The total energy is -33331.999 eV. The SMILES is CC(=O)Nc1ccc(OC[C@H](O)Cn2c3ccccc3c3ccccc32)cc1. The energy above the lowest of the compared OMol25 structures with the same formula, charge and spin comes out at 1.070 eV.

# 2
Here is a structure of composition C45H76AsF18I2NO14PS6 in a non-equilibrium geometry from the Open Molecules 2025 dataset. Energies are from ωB97M-V with the def2-TZVPD basis set.

Last column: Mulliken charge in e.
Atoms and positions in Å:
C 8.828 -0.319 7.335  -1.013
C 8.094 -1.548 6.769  -0.708
C 7.462 -1.280 5.390  -0.666
C 6.160 -0.469 5.589  -0.290
C 5.589 -0.107 4.198  -1.223
As 3.709 0.651 4.066  2.474
P 1.486 1.533 4.061  0.383
O 0.542 0.734 4.932  -0.625
C 3.541 0.819 6.078  -0.162
C 2.953 -0.283 6.974  -2.095
F 2.716 1.935 6.471  -0.446
C 4.573 2.555 3.921  -1.336
I 3.390 4.010 2.720  -0.081
C 5.086 3.307 5.177  -0.286
C 5.033 4.873 5.202  -1.828
I 7.305 3.060 5.302  -0.025
N 3.830 0.634 2.138  0.563
C 5.054 0.397 1.396  -1.245
C 2.782 0.617 1.198  0.279
C 2.396 1.808 0.264  -1.578
O 2.324 -0.403 0.776  -0.494
C 3.042 -1.333 3.962  0.134
F 3.499 -1.939 2.812  -0.290
F 3.793 -2.142 4.819  -0.305
C 1.595 -1.896 4.098  0.070
F 1.827 -3.292 3.982  -0.362
F 1.050 -1.958 5.330  -0.294
C 0.433 -1.797 3.064  0.962
F 0.774 -2.579 2.029  -0.301
F 0.144 -0.614 2.497  -0.032
C -0.957 -2.375 3.504  0.097
F -0.876 -3.532 4.150  -0.330
F -1.583 -2.736 2.365  -0.299
C -1.967 -1.495 4.279  0.903
F -3.009 -2.334 4.541  -0.344
F -1.579 -1.116 5.473  -0.234
C -2.612 -0.268 3.596  0.352
F -1.929 0.857 3.785  -0.277
F -2.737 -0.374 2.267  -0.258
C -4.034 0.093 4.128  0.593
F -4.105 -0.020 5.453  -0.284
F -4.981 -0.689 3.622  -0.301
C -4.432 1.576 3.826  0.744
F -3.992 2.403 4.727  -0.253
F -4.142 1.990 2.624  -0.229
F -5.767 1.629 3.932  -0.308
H 9.599 -0.603 8.056  0.377
H 8.170 0.395 7.834  0.243
H 9.343 0.217 6.531  0.211
H 7.362 -1.888 7.508  0.305
H 8.849 -2.339 6.692  0.390
H 8.174 -0.631 4.870  0.257
H 7.276 -2.207 4.847  0.450
H 6.482 0.403 6.165  -0.274
H 5.493 -1.022 6.253  0.161
H 6.339 0.592 3.818  0.561
H 5.723 -1.024 3.620  0.523
H 0.925 1.690 2.767  0.116
H 1.418 2.848 4.582  0.194
H 4.462 1.120 6.571  0.634
H 3.371 -1.284 6.943  0.305
H 1.866 -0.218 6.944  0.289
H 3.162 0.057 8.003  0.505
H 5.434 2.532 3.264  1.006
H 4.769 3.079 6.188  0.437
H 5.566 5.338 4.377  0.510
H 4.037 5.256 5.418  0.413
H 5.630 5.128 6.087  0.560
H 5.395 -0.651 1.404  0.265
H 5.939 1.008 1.610  0.172
H 4.865 0.580 0.337  0.552
H 3.327 2.367 0.109  0.404
H 2.095 1.454 -0.718  0.465
H 1.644 2.464 0.698  0.210
C -2.903 -1.882 -0.804  -0.090
C -4.360 -1.552 -1.152  -0.808
C -4.338 -0.484 -2.251  -0.760
S -2.800 -0.727 -3.150  1.101
O -1.965 0.431 -2.954  -0.694
O -3.094 -1.232 -4.474  -0.552
C -2.186 -2.060 -2.137  -0.844
H -2.828 -2.777 -0.188  0.343
H -2.459 -1.053 -0.249  -0.008
H -4.858 -2.451 -1.522  0.342
H -4.917 -1.206 -0.280  0.341
H -5.175 -0.589 -2.939  0.390
H -4.325 0.522 -1.835  0.367
H -1.110 -1.992 -2.056  0.593
H -2.468 -2.997 -2.615  0.287
C -4.056 -2.578 -7.389  -0.194
C -5.521 -2.962 -7.156  -0.723
C -6.148 -3.236 -8.527  -0.364
S -4.812 -3.791 -9.589  1.133
O -4.607 -2.815 -10.631  -0.650
O -4.984 -5.193 -9.890  -0.707
C -3.511 -3.607 -8.375  -0.857
H -3.488 -2.572 -6.461  0.224
H -4.002 -1.578 -7.824  0.239
H -5.568 -3.866 -6.543  0.392
H -6.062 -2.179 -6.627  0.249
H -6.909 -4.013 -8.475  0.448
H -6.568 -2.330 -8.958  0.049
H -2.593 -3.291 -8.867  0.462
H -3.367 -4.575 -7.895  0.380
C -7.026 5.781 4.167  -0.653
C -5.937 5.117 5.019  0.037
C -4.787 6.121 5.159  -0.702
S -5.527 7.752 5.031  1.167
O -5.042 8.389 3.833  -0.655
O -5.471 8.409 6.313  -0.678
C -7.198 7.186 4.735  -0.752
H -7.960 5.221 4.196  0.371
H -6.697 5.837 3.127  0.323
H -6.341 4.880 6.006  0.355
H -5.593 4.187 4.577  -0.342
H -4.283 6.033 6.118  0.393
H -4.064 6.019 4.351  0.379
H -7.702 7.869 4.055  0.409
H -7.714 7.163 5.695  0.349
C -8.402 2.642 -8.333  -0.576
C -6.937 3.088 -8.252  -0.621
C -6.132 1.919 -7.671  -0.726
S -7.016 0.426 -8.131  1.357
O -7.513 -0.204 -6.934  -0.736
O -6.247 -0.298 -9.116  -0.704
C -8.377 1.247 -8.950  -0.860
H -9.003 3.330 -8.926  0.356
H -8.831 2.598 -7.329  0.289
H -6.573 3.324 -9.254  0.296
H -6.820 3.984 -7.643  0.327
H -5.125 1.876 -8.080  0.376
H -6.090 1.960 -6.584  0.394
H -9.295 0.686 -8.787  0.411
H -8.146 1.290 -10.014  0.364
C 2.227 -4.366 -5.003  -0.405
C 2.483 -5.707 -4.303  -0.674
C 1.552 -5.774 -3.086  -0.776
S 0.122 -4.767 -3.494  1.188
O 0.092 -3.631 -2.610  -0.507
O -1.029 -5.616 -3.676  -0.758
C 0.711 -4.225 -5.093  -0.793
H 2.690 -4.328 -5.988  0.379
H 2.642 -3.552 -4.403  0.167
H 2.251 -6.525 -4.989  0.296
H 3.525 -5.815 -4.005  0.348
H 1.224 -6.789 -2.878  0.368
H 2.018 -5.346 -2.199  0.376
H 0.380 -3.205 -5.278  0.387
H 0.296 -4.897 -5.844  0.389
C 5.781 -0.994 -4.194  -0.476
C 6.962 -1.413 -3.310  -0.645
C 7.642 -0.131 -2.814  -0.699
S 6.364 1.130 -2.770  1.036
O 6.682 2.143 -3.744  -0.705
O 6.064 1.457 -1.402  -0.535
C 5.053 0.102 -3.422  -0.512
H 5.121 -1.833 -4.413  0.181
H 6.151 -0.599 -5.143  0.313
H 6.592 -1.986 -2.457  0.307
H 7.666 -2.047 -3.849  0.332
H 8.058 -0.251 -1.816  0.370
H 8.418 0.205 -3.501  0.364
H 4.391 0.703 -4.042  0.461
H 4.503 -0.309 -2.575  0.195

The max |F| is 3.81 eV/Å. The calculation puts the HOMO energy at -5.4 eV. The charge is -1. The value obtained for the LUMO energy is 1.39 eV. The total energy is -278302.280 eV.

# 3
Here is an isolated molecule of C14H21NO2S in a non-equilibrium geometry from the Open Molecules 2025 dataset. Energies are from ωB97M-V with the def2-TZVPD basis set.

Last column: Mulliken charge in e.
Atoms and positions in Å:
O -0.851 1.802 -1.087  -0.605
O 0.050 -0.319 -1.205  -0.189
S -3.031 -1.204 -0.428  -0.145
C -0.985 0.588 -1.286  0.667
C -2.802 0.717 1.591  -0.417
C -1.825 -1.458 2.033  -0.368
C -2.395 1.176 2.864  -0.911
C -1.387 -1.015 3.279  -0.576
C -2.531 -0.617 1.174  0.022
C -1.624 0.327 3.678  1.072
N 2.535 -0.707 -2.926  0.094
C -2.412 0.095 -1.572  -0.820
C -1.017 0.898 4.940  -1.331
C 1.533 -1.381 -3.761  -0.865
C 2.931 0.556 -3.552  -1.034
C 1.557 0.305 0.630  -1.578
C 2.454 -0.791 -1.472  -1.312
C 1.376 0.153 -0.879  0.908
H -3.267 1.346 0.886  0.473
H -1.582 -2.426 1.689  0.453
H -2.738 2.141 3.223  0.329
H -0.785 -1.708 3.882  0.344
H -2.484 -0.306 -2.591  0.440
H -3.108 0.949 -1.576  0.401
H -1.310 0.311 5.824  0.336
H 0.113 0.869 4.934  0.251
H -1.336 1.937 5.169  0.334
H 1.877 -1.557 -4.773  0.350
H 0.578 -0.846 -3.788  0.246
H 1.298 -2.379 -3.368  0.273
H 2.063 1.118 -3.927  0.331
H 3.620 0.346 -4.351  0.313
H 3.464 1.195 -2.830  0.340
H 0.882 1.041 1.030  0.391
H 2.571 0.666 0.833  0.451
H 1.430 -0.652 1.165  0.276
H 2.187 -1.781 -1.130  0.399
H 3.442 -0.559 -1.034  0.380
H 1.511 1.170 -1.287  0.278

The max |F| is 2.58 eV/Å. The calculation puts the HOMO energy at -8.1 eV. The value obtained for the LUMO energy is 0.72 eV. The total energy is -31278.491 eV. The SMILES is Cc1ccc(SCC(=O)O[C@@H](C)CN(C)C)cc1. The energy above the lowest of the compared OMol25 structures with the same formula, charge and spin comes out at 1.260 eV.

# 4
Here is a structure of composition C20H38N4P2PdS in a non-equilibrium geometry from the Open Molecules 2025 dataset. Energies are from ωB97M-V with the def2-TZVPD basis set.

Last column: Mulliken charge in e.
Atoms and positions in Å:
Pd -0.012 -0.431 -0.398  -0.325
C -2.464 2.174 1.362  -1.302
P -1.854 0.596 0.645  1.347
C -3.459 -0.188 0.211  -1.424
C -1.436 -0.270 2.248  0.628
C -2.407 -0.896 3.032  -0.503
C -2.076 -1.570 4.200  -0.817
C -0.758 -1.595 4.630  -0.909
C 0.210 -0.940 3.887  -0.454
C -0.099 -0.286 2.696  0.111
P 1.200 0.617 1.736  0.873
C 1.766 1.746 3.097  -1.476
C 2.634 -0.538 1.798  -0.960
H -3.213 1.985 2.134  0.387
H -2.901 2.786 0.571  0.422
H -1.631 2.725 1.799  0.314
H -4.202 -0.235 1.008  0.451
H -3.257 -1.186 -0.175  0.213
H -3.888 0.403 -0.602  0.417
H -3.443 -0.880 2.729  0.204
H -2.849 -2.066 4.773  0.395
H -0.488 -2.109 5.544  0.387
H 1.233 -0.943 4.246  0.183
H 2.075 1.209 3.997  0.376
H 0.962 2.435 3.360  0.319
H 2.608 2.335 2.730  0.436
H 2.808 -1.001 2.772  0.415
H 3.523 0.040 1.533  0.436
H 2.500 -1.310 1.042  -0.201
C 0.673 -1.404 -3.200  -0.928
N 1.423 -1.518 -1.949  0.892
C 2.714 -0.849 -2.092  -1.026
C 1.634 -2.921 -1.585  -1.066
C 0.362 -3.694 -1.265  -1.180
N -0.378 -3.155 -0.137  1.018
C -1.748 -3.638 -0.133  -1.296
C 0.251 -3.494 1.131  -1.041
H 1.168 -1.962 -4.014  0.326
H 0.609 -0.352 -3.473  0.231
H -0.341 -1.778 -3.075  0.178
H 3.305 -1.293 -2.911  0.321
H 3.282 -0.943 -1.166  0.281
H 2.562 0.206 -2.299  0.149
H 2.307 -2.951 -0.725  0.465
H 2.151 -3.443 -2.410  0.354
H 0.633 -4.749 -1.085  0.367
H -0.289 -3.692 -2.141  0.500
H -1.802 -4.737 -0.047  0.356
H -2.251 -3.339 -1.054  0.311
H -2.281 -3.204 0.714  0.283
H 0.298 -4.587 1.281  0.391
H -0.320 -3.052 1.949  0.110
H 1.261 -3.095 1.182  0.178
C 1.908 5.187 -2.187  -0.803
N 0.639 4.852 -2.792  0.249
C -0.241 5.723 -3.416  -0.127
C -1.302 5.003 -3.821  -0.603
N -1.060 3.695 -3.443  0.032
C 0.139 3.583 -2.800  -0.536
S 0.807 2.218 -2.127  -0.216
H 2.076 6.256 -2.294  0.298
H 2.710 4.633 -2.674  0.296
H 1.899 4.913 -1.133  0.289
H -0.029 6.773 -3.514  0.383
H -2.193 5.303 -4.341  0.416
H -1.658 2.899 -3.565  0.208

The max |F| is 1.43 eV/Å. The calculation puts the HOMO energy at -5.2 eV. The value obtained for the LUMO energy is 0.67 eV. The total energy is -60209.288 eV. The energy above the lowest of the compared OMol25 structures with the same formula, charge and spin comes out at 1.123 eV.

Which formula does entry 2 have? C45H76AsF18I2NO14PS6

Which of these has the lowest max |F|? C23H22N2O3